<i>
22
Properties=species:S:1:pos:R:3:nbo_charge:R:1 method="wB97M-V/def2-TZVPD" charge=+1 homo_energy_ev=-13.757 gap_ev=10.8
C -1.006 -0.440 1.035 -0.2229
N -0.242 -1.332 1.883 -0.8790
C -0.319 -0.674 -0.481 -0.0104
N 1.324 -0.557 -0.221 -0.7199
C -0.293 0.492 -2.875 -0.6166
C -0.906 0.391 -1.469 -0.4534
H -0.694 0.681 1.339 0.2154
H -2.047 -0.496 0.985 0.2175
H 0.060 -0.833 2.710 0.3955
H -0.801 -2.122 2.169 0.3861
H -0.412 -1.768 -0.843 0.2252
H 1.509 0.414 0.070 0.4423
H 1.497 -1.278 0.557 0.4742
H 1.724 -0.840 -1.014 0.4113
H -0.834 1.145 -3.500 0.2415
H -0.243 -0.478 -3.432 0.2185
H 0.750 0.875 -2.791 0.1951
H -0.799 1.443 -0.978 0.2182
H -2.031 0.207 -1.593 0.2544
H 0.654 1.919 3.251 0.4912
H 1.958 1.902 2.601 0.4865
O 1.150 1.349 2.597 -0.9707

***

<ii>
22
Properties=species:S:1:pos:R:3:nbo_charge:R:1 method="wB97M-V/def2-TZVPD" charge=+1 homo_energy_ev=-13.897 gap_ev=11.2
C -2.563 0.709 0.621 -0.6431
C -1.023 0.483 0.305 -0.0111
C -0.318 1.387 -0.775 -0.4409
C 1.233 1.105 -0.673 -0.2207
N 1.612 -0.292 -0.833 -0.8801
N -0.831 -0.985 -0.323 -0.7903
H -2.656 1.748 0.924 0.2464
H -2.927 0.052 1.414 0.2420
H -3.088 0.750 -0.389 0.2266
H -0.321 0.519 1.206 0.2160
H -0.681 2.373 -0.836 0.2516
H -0.462 0.996 -1.736 0.2025
H 1.751 1.636 -1.485 0.2237
H 1.598 1.553 0.289 0.2113
H 2.152 -0.765 -1.576 0.4296
H 0.303 -1.066 -0.724 0.4639
H 1.936 -0.568 0.133 0.4278
H -1.508 -0.996 -1.126 0.4099
H -1.206 -1.761 0.287 0.4265
H 2.052 -2.496 2.483 0.4984
H 2.853 -2.365 1.157 0.4849
O 2.097 -2.017 1.655 -0.9749

***

Bottom line: <ii>, by a margin of 15.5 kJ/mol.

***

<i>
22
Properties=species:S:1:pos:R:3:nbo_charge:R:1 method="wB97M-V/def2-TZVPD" charge=+1 homo_energy_ev=-14.357 gap_ev=11.6
C 0.391 2.088 0.525 -0.2485
N -0.580 2.369 -0.616 -0.8878
C 0.967 0.661 0.170 -0.2353
N 0.054 -0.108 -0.775 -0.5287
C -1.262 -0.663 -0.271 -0.2350
C -1.100 -1.639 0.848 -0.7043
H 1.170 2.876 0.533 0.2284
H -0.124 2.139 1.479 0.2152
H -0.281 3.195 -1.124 0.3887
H -1.483 2.622 -0.232 0.3855
H 1.811 0.868 -0.478 0.2290
H 0.991 0.055 1.064 0.2354
H -0.139 0.630 -1.477 0.4648
H 0.562 -0.894 -1.169 0.4614
H -1.895 -0.957 -1.112 0.2455
H -1.798 0.221 0.034 0.2204
H -0.131 -1.840 1.288 0.2354
H -1.714 -1.440 1.783 0.2530
H -1.542 -2.658 0.788 0.2598
H 1.590 -3.200 -0.221 0.5084
H 2.650 -1.931 -0.354 0.4998
O 1.862 -2.393 -0.684 -0.9911

***

<ii>
22
Properties=species:S:1:pos:R:3:nbo_charge:R:1 method="wB97M-V/def2-TZVPD" charge=+1 homo_energy_ev=-12.168 gap_ev=8.8
C -0.030 1.342 -0.817 -0.2075
C -0.777 0.070 -0.618 -0.4564
C -0.010 -1.032 0.113 -0.4156
C 1.303 -1.460 -0.614 -0.2427
N 0.917 -2.483 -1.615 -0.8526
N 0.195 2.136 0.500 -0.7063
H 0.907 1.058 -1.290 0.2350
H -0.548 2.158 -1.376 0.2222
H -1.135 -0.435 -1.564 0.2749
H -1.735 0.283 -0.078 0.2142
H 0.192 -0.778 1.152 0.1909
H -0.751 -1.891 0.275 0.2351
H 1.823 -1.881 0.281 0.1851
H 1.851 -0.766 -1.287 0.2023
H 0.412 -3.215 -1.144 0.3609
H 1.618 -2.817 -2.248 0.3814
H 1.133 2.027 0.887 0.4342
H -0.528 1.990 1.234 0.4759
H 0.141 3.096 0.153 0.4342
H -2.038 0.268 2.402 0.4997
H -1.272 1.168 3.271 0.4925
O -1.665 1.162 2.384 -0.9575

***

Bottom line: <i>, by a margin of 6.0 kJ/mol.